(1)
The following is a DFT calculation (ωB97M-V/def2-TZVPD) of a molecular structure, C28H34BrF7N3O4PdS2Sb.

```
! RIJCOSX wB97M-V def2-TZVPD def2/J DEFGRID3
* xyz 2 5
C 4.13 -0.14 3.70
C 0.44 2.66 -4.41
H 1.79 4.88 -1.06
O 1.07 -1.33 -1.52
H 1.78 5.23 -2.80
C 1.16 -3.49 0.87
H 4.67 0.92 1.88
H -2.66 2.14 -2.05
C 3.15 -0.89 4.36
C 0.62 -2.40 -4.01
N -0.73 -0.21 -2.79
O -1.73 -2.49 -2.16
N -1.27 2.68 -0.63
F -4.38 -1.38 -2.92
Br 0.71 3.11 1.19
C 1.89 -4.16 2.05
C 1.96 -1.16 3.76
C -1.75 -1.39 2.42
C 3.92 0.35 2.41
H 5.07 0.07 4.20
N 0.55 -0.87 1.81
H -0.69 -0.28 4.77
H -3.37 -4.24 1.58
H -2.78 1.90 2.54
C -2.38 2.90 -1.34
H 0.51 -4.09 -1.11
H 1.94 -3.53 2.94
H -0.15 0.89 3.55
H 2.15 -4.61 -0.69
C -2.07 -0.07 3.10
C -2.71 4.99 -0.23
H -3.29 0.62 1.43
H -1.62 1.18 1.42
F 0.55 -3.53 -3.34
H 3.35 -1.26 5.36
H 1.71 -2.61 0.55
S 0.71 -0.91 -2.86
S -1.94 -1.08 -2.13
H -3.28 5.89 -0.07
F -2.96 -1.16 -4.54
H 3.79 2.85 -3.72
F 2.49 0.52 0.56
C 3.49 2.32 -2.81
C -1.29 -3.92 1.20
O 1.60 -0.02 -3.54
H 4.03 2.73 -1.96
C -0.45 -1.74 1.88
C -3.30 -0.74 -3.34
C 1.28 4.67 -2.00
H -1.47 1.29 4.64
H -0.63 2.71 -4.26
Sb 1.42 2.61 -2.53
O -2.33 -0.43 -0.90
H -1.16 -4.90 0.76
H 0.78 -5.45 -0.01
C 1.14 -4.47 -0.31
Pd -0.03 0.92 -0.72
H 0.24 4.99 -1.95
H -4.02 4.21 -1.76
H 1.18 -1.72 4.25
H 2.91 -4.42 1.76
C -2.54 -3.55 1.67
H 1.37 -5.08 2.33
C -1.56 4.75 0.52
H 3.71 1.26 -2.92
C -1.02 0.48 4.06
C -0.89 3.58 0.26
H 0.70 1.78 -4.97
C -3.12 4.06 -1.17
C 2.72 0.09 1.81
F -3.55 0.57 -3.38
H -2.96 -0.29 3.70
C -0.22 -3.06 1.29
C 1.69 -0.67 2.44
H -3.73 -2.08 2.70
F 1.72 -2.38 -4.73
C -2.47 0.97 2.06
C -2.75 -2.31 2.29
F -0.43 -2.26 -4.80
H 0.77 3.56 -4.93
H -1.21 5.45 1.26
*
```

## Properties
Max |F| (eV/Å): 0.9
HOMO level (alpha / beta) (Eh): -0.506 / -0.543
LUMO level (alpha / beta) (eV): -5.283 / -8.145
<S²>: 6.074
Gap between HOMO and LUMO (alpha / beta) (eV): 8.483 / 6.638

(2)
The following is a DFT calculation (ωB97M-V/def2-TZVPD) of a molecular structure, C25H20IN5Re.

```
! RIJCOSX wB97M-V def2-TZVPD def2/J DEFGRID3
* xyz 2 2
C -0.51 0.98 1.99
N 0.64 1.33 4.18
C 2.83 2.07 -4.71
H 1.55 3.36 -3.57
H 3.37 2.89 -5.17
C -1.77 0.73 -0.03
C -1.86 -3.70 -1.61
C 1.02 2.18 6.53
Re -1.20 -0.82 -2.50
H 0.88 3.12 8.42
C 0.82 -4.47 -2.09
H -2.12 -5.70 -0.93
C 1.12 1.29 -3.22
H 1.46 0.78 4.03
C -2.49 -1.45 -4.02
H 0.37 1.51 -2.47
H 1.06 -0.92 -0.34
C 0.31 -0.30 0.13
H -1.30 4.17 8.02
H 1.84 -4.75 -2.30
H 0.21 -6.38 -1.38
C -0.41 1.52 3.31
C -1.54 3.41 6.06
C 0.39 2.96 7.47
C 0.33 2.02 5.32
H -3.48 -1.82 -3.74
N 1.25 -2.23 -2.86
C 3.17 0.76 -5.01
H -2.50 3.87 5.87
C -1.67 1.25 1.22
C 2.50 -0.30 -4.43
N -1.36 2.29 3.82
C 0.39 -3.16 -2.36
H -2.17 -1.89 -4.96
C 0.48 0.17 1.40
H -2.65 0.92 -0.63
C -0.95 -2.76 -2.11
H 1.39 -0.09 1.92
H -2.45 1.86 1.65
I -2.67 0.71 -4.28
C 1.81 2.34 -3.82
C -0.87 3.57 7.24
N -0.80 -0.04 -0.61
C 1.47 -0.01 -3.54
C -1.42 -4.98 -1.34
H 3.98 0.56 -5.71
H 1.98 1.72 6.72
H 2.74 -1.32 -4.67
N 0.71 -1.08 -2.95
C -0.92 2.61 5.07
C -0.09 -5.36 -1.58
H -2.90 -3.44 -1.43
*
```

## Properties
Max |F| (eV/Å): 1.0
HOMO level (alpha / beta) (Eh): -0.483 / -0.484
LUMO level (alpha / beta) (eV): -8.800 / -8.349
<S²>: 1.042
Gap between HOMO and LUMO (alpha / beta) (eV): 4.333 / 4.820

Look up the <S²> of the second one. 1.042

Which formula does entry 1 have? C28H34BrF7N3O4PdS2Sb

Copy entry 1 word for word.
The following is a DFT calculation (ωB97M-V/def2-TZVPD) of a molecular structure, C28H34BrF7N3O4PdS2Sb.

```
! RIJCOSX wB97M-V def2-TZVPD def2/J DEFGRID3
* xyz 2 5
C 4.13 -0.14 3.70
C 0.44 2.66 -4.41
H 1.79 4.88 -1.06
O 1.07 -1.33 -1.52
H 1.78 5.23 -2.80
C 1.16 -3.49 0.87
H 4.67 0.92 1.88
H -2.66 2.14 -2.05
C 3.15 -0.89 4.36
C 0.62 -2.40 -4.01
N -0.73 -0.21 -2.79
O -1.73 -2.49 -2.16
N -1.27 2.68 -0.63
F -4.38 -1.38 -2.92
Br 0.71 3.11 1.19
C 1.89 -4.16 2.05
C 1.96 -1.16 3.76
C -1.75 -1.39 2.42
C 3.92 0.35 2.41
H 5.07 0.07 4.20
N 0.55 -0.87 1.81
H -0.69 -0.28 4.77
H -3.37 -4.24 1.58
H -2.78 1.90 2.54
C -2.38 2.90 -1.34
H 0.51 -4.09 -1.11
H 1.94 -3.53 2.94
H -0.15 0.89 3.55
H 2.15 -4.61 -0.69
C -2.07 -0.07 3.10
C -2.71 4.99 -0.23
H -3.29 0.62 1.43
H -1.62 1.18 1.42
F 0.55 -3.53 -3.34
H 3.35 -1.26 5.36
H 1.71 -2.61 0.55
S 0.71 -0.91 -2.86
S -1.94 -1.08 -2.13
H -3.28 5.89 -0.07
F -2.96 -1.16 -4.54
H 3.79 2.85 -3.72
F 2.49 0.52 0.56
C 3.49 2.32 -2.81
C -1.29 -3.92 1.20
O 1.60 -0.02 -3.54
H 4.03 2.73 -1.96
C -0.45 -1.74 1.88
C -3.30 -0.74 -3.34
C 1.28 4.67 -2.00
H -1.47 1.29 4.64
H -0.63 2.71 -4.26
Sb 1.42 2.61 -2.53
O -2.33 -0.43 -0.90
H -1.16 -4.90 0.76
H 0.78 -5.45 -0.01
C 1.14 -4.47 -0.31
Pd -0.03 0.92 -0.72
H 0.24 4.99 -1.95
H -4.02 4.21 -1.76
H 1.18 -1.72 4.25
H 2.91 -4.42 1.76
C -2.54 -3.55 1.67
H 1.37 -5.08 2.33
C -1.56 4.75 0.52
H 3.71 1.26 -2.92
C -1.02 0.48 4.06
C -0.89 3.58 0.26
H 0.70 1.78 -4.97
C -3.12 4.06 -1.17
C 2.72 0.09 1.81
F -3.55 0.57 -3.38
H -2.96 -0.29 3.70
C -0.22 -3.06 1.29
C 1.69 -0.67 2.44
H -3.73 -2.08 2.70
F 1.72 -2.38 -4.73
C -2.47 0.97 2.06
C -2.75 -2.31 2.29
F -0.43 -2.26 -4.80
H 0.77 3.56 -4.93
H -1.21 5.45 1.26
*
```

## Properties
Max |F| (eV/Å): 0.9
HOMO level (alpha / beta) (Eh): -0.506 / -0.543
LUMO level (alpha / beta) (eV): -5.283 / -8.145
<S²>: 6.074
Gap between HOMO and LUMO (alpha / beta) (eV): 8.483 / 6.638